Entry 1:
The following is a DFT calculation (ωB97M-V/def2-TZVPD) of the molecule C5H11NOS in a non-equilibrium geometry.

XYZ file:
```
19
Properties=species:S:1:pos:R:3
C -1.13509 -0.14219 1.56007
C 0.20309 0.56004 1.34468
C 0.65686 0.63866 -0.12525
C -0.24003 1.53935 -0.97760
C -0.13070 -1.34527 -1.47171
H -1.08718 -1.19559 1.21436
H -1.96920 0.37083 1.00685
H -1.38718 -0.12153 2.63539
H 0.14587 1.58944 1.71560
H 0.98066 0.05195 1.91841
H 1.65096 1.03748 -0.13164
H -1.27879 1.26209 -0.91867
H 0.07285 1.51979 -2.01680
H -0.13754 2.55347 -0.56133
H 1.71601 -2.75496 -0.73322
H -0.98642 -0.71886 -1.74152
N 0.79089 -0.71610 -0.69588
O -0.03967 -2.50803 -1.85030
S 2.17460 -1.62055 -0.17143
```

Calculated values
- structure (SMILES) = CC[C@H](C)N(S)C=O
- multiplicity = 1
- ΔE to the lowest compared entry with this formula, charge and spin (eV) = 1.154
- gap between HOMO and LUMO (eV) = 9.39

Atomic partial charges in e from the Mulliken method, atoms 1 to 4: atom 1 (C): -1.053, atom 2 (C): -0.436, atom 3 (C): 0.107, atom 4 (C): -1.656



Entry 2:
The following is a DFT calculation (ωB97M-V/def2-TZVPD) of the ion C5H11NP with charge +1 in a non-equilibrium geometry.

XYZ file:
```
18
Properties=species:S:1:pos:R:3
C 2.71958 0.34023 0.21007
C 0.31597 -0.90777 0.15866
C 1.44530 0.05271 -0.43955
C 1.59287 1.30674 0.26965
C -1.97527 -0.37384 0.17626
N -0.90055 -0.60085 -0.46106
P -3.54418 0.46927 -0.27512
H 3.06780 -0.32678 1.07605
H 3.37922 0.78390 -0.41163
H 0.57350 -1.92651 -0.04630
H 0.49897 -0.77594 1.28157
H 1.30536 -0.11407 -1.55190
H 1.96109 2.20598 -0.39539
H -2.04559 -0.53863 1.33528
H -1.02008 -0.62005 -1.49703
H 0.93224 1.52030 1.08020
H -4.13541 -0.24271 0.75082
H -4.17084 -0.25198 -1.26058
```

Calculated values
- structure (SMILES) = P/C=[NH+]/CC1CC1
- multiplicity = 1
- ΔE to the lowest compared entry with this formula, charge and spin (eV) = 2.256
- net charge = +1
- gap between HOMO and LUMO (eV) = 9.52

Atomic partial charges in e from the Mulliken method, atoms 1 to 4: atom 1 (C): -0.648, atom 2 (C): -0.801, atom 3 (C): 0.114, atom 4 (C): -0.540



Entry 3:
The following is a DFT calculation (ωB97M-V/def2-TZVPD) of a cluster of 2 separate species, C5H11NP in total in a non-equilibrium geometry.

XYZ file:
```
18
Properties=species:S:1:pos:R:3
C -1.98039 0.00061 -0.80251
C 1.56071 -1.60245 -0.00154
C 1.60058 -0.55994 1.14426
C 0.27928 2.01905 -0.48458
C 0.65098 0.64726 -0.90495
N 0.87672 -0.33596 -0.05398
P -2.70761 -0.65986 0.53980
H -2.71362 0.65745 -1.29023
H 2.52920 -1.57204 -0.56837
H 1.08161 -2.56351 0.08945
H 1.08349 -0.90136 2.14891
H 2.32176 0.11561 1.26595
H 1.20097 2.52726 -0.45343
H -0.39661 2.39555 -1.27890
H -0.24619 1.87748 0.54442
H 0.81316 0.54198 -1.90222
H -1.84573 -1.69168 0.99955
H -4.10835 -0.89545 1.00837
```

Calculated values
- multiplicity = 3
- ΔE to the lowest compared entry with this formula, charge and spin (eV) = 4.029
- net charge = +1
- gap between HOMO and LUMO (spin up / spin down) (eV) = 5.30 / 6.97

Atomic partial charges in e from the Mulliken method, atoms 1 to 4: atom 1 (C): -0.417, atom 2 (C): -0.416, atom 3 (C): -0.413, atom 4 (C): -0.960



Entry 4:
The following is a DFT calculation (ωB97M-V/def2-TZVPD) of a structure of composition C5H11NPYb in a non-equilibrium geometry.

XYZ file:
```
19
Properties=species:S:1:pos:R:3
C -0.51375 0.27951 -1.09071
C -1.14562 1.42895 -1.55383
C -0.21063 2.49831 -1.66914
C 1.09178 2.05432 -1.29824
C 1.05337 0.71915 -0.90420
Yb 0.51601 -1.61924 2.04444
P -0.52630 -3.42115 0.29666
H -0.90788 -0.73116 -0.95277
H -2.20614 1.50367 -1.79819
H -0.45320 3.50456 -2.00672
H 1.87170 0.04922 -0.62294
H 1.98959 2.67472 -1.32270
H 0.18197 -4.26811 -0.62088
H -1.66854 -4.27568 0.44842
H 0.17020 -3.89732 1.49718
N 0.21854 0.57835 2.35539
H 0.10155 1.07092 1.45871
H -0.59371 0.83447 2.93088
H 1.03106 1.01651 2.80867
```

Calculated values
- multiplicity = 2
- ΔE to the lowest compared entry with this formula, charge and spin (eV) = 2.644
- gap between HOMO and LUMO (spin up / spin down) (eV) = 4.95 / 4.49

Atomic partial charges in e from the Mulliken method, atoms 1 to 4: atom 1 (C): -0.100, atom 2 (C): -0.746, atom 3 (C): -0.317, atom 4 (C): -0.573



Entry 5:
The following is a DFT calculation (ωB97M-V/def2-TZVPD) of a cluster of 2 separate species, C5H11NS in total.

XYZ file:
```
18
Properties=species:S:1:pos:R:3
C 1.91371 2.10173 -0.20106
S 0.60220 2.60310 -1.31827
C 0.32586 1.07801 -2.22274
H 2.86929 1.98480 -0.71411
H 1.68026 1.14885 0.27373
H 2.02878 2.87107 0.55741
H -0.50217 1.26503 -2.90290
H 1.19342 0.76207 -2.80279
H 0.05525 0.25990 -1.55520
C -1.58393 -1.44037 0.52003
C -2.43704 -2.22279 1.16060
C 0.34863 -1.14791 1.69027
N -0.17910 -1.52822 0.60851
H -1.92583 -0.72171 -0.21916
H -2.09364 -3.01442 1.81225
H -3.49651 -2.08661 0.99676
H 1.43077 -1.15618 1.78497
H -0.22996 -0.75636 2.53169
```

Calculated values
- structure (SMILES) = C=CN=C.CSC
- multiplicity = 1
- ΔE to the lowest compared entry with this formula, charge and spin (eV) = 1.418
- gap between HOMO and LUMO (eV) = 9.31

Atomic partial charges in e from the Mulliken method, atoms 1 to 4: atom 1 (C): -0.473, atom 2 (S): -0.064, atom 3 (C): -0.527, atom 4 (H): 0.283



Entry 6:
The following is a DFT calculation (ωB97M-V/def2-TZVPD) of a cluster of 2 separate species, C5H11NS2 in total in a non-equilibrium geometry.

XYZ file:
```
19
Properties=species:S:1:pos:R:3
C -4.59638 -2.54812 0.71658
C 3.17717 -0.57106 -0.39559
C -5.18171 -3.27096 -0.20386
C 2.89233 2.18218 0.15683
C 0.69807 2.99776 -0.32882
N 1.48130 2.04494 0.00136
S 1.85828 -1.02048 0.93637
S 3.75545 0.89155 -0.98301
H -3.83480 -2.85084 1.45768
H -5.00515 -1.48826 0.84875
H 2.86097 -1.16356 -1.24083
H 4.07616 -0.89343 0.17734
H -5.82889 -2.67918 -0.86140
H -4.93643 -4.31453 -0.50192
H 3.48788 3.09376 -0.07411
H 3.15400 1.80058 1.14874
H 0.98951 4.02518 -0.48803
H -0.26237 2.67235 -0.68970
H 1.21462 1.09212 0.32363
```

Calculated values
- multiplicity = 1
- ΔE to the lowest compared entry with this formula, charge and spin (eV) = 4.814
- gap between HOMO and LUMO (eV) = 5.42

Atomic partial charges in e from the Mulliken method, atoms 1 to 4: atom 1 (C): -0.411, atom 2 (C): -0.635, atom 3 (C): -0.413, atom 4 (C): -0.522



Entry 7:
The following is a DFT calculation (ωB97M-V/def2-TZVPD) of the ion C5H11O with charge +1 in a non-equilibrium geometry.

XYZ file:
```
17
Properties=species:S:1:pos:R:3
C 1.53520 0.91654 -1.34282
C -0.39102 -1.66858 0.14856
C -1.46798 0.53051 -0.33985
C 0.57037 0.46159 1.26146
C -0.16771 -0.21523 0.09906
O 0.69339 0.01762 -1.28955
H 1.84256 1.03148 -2.34864
H 1.88361 1.47759 -0.41354
H -1.34100 -1.91910 0.76877
H -0.52044 -2.22480 -0.82808
H 0.36007 -2.08984 0.86690
H -1.86460 0.01507 -1.19749
H -1.27379 1.53714 -0.62897
H -2.10879 0.26950 0.41561
H 0.24662 0.00988 2.31231
H 0.39377 1.57796 1.35196
H 1.60974 0.27267 1.16431
```

Calculated values
- multiplicity = 1
- ΔE to the lowest compared entry with this formula, charge and spin (eV) = 0.629
- net charge = +1
- gap between HOMO and LUMO (eV) = 10.72

Atomic partial charges in e from the Mulliken method, atoms 1 to 4: atom 1 (C): 0.011, atom 2 (C): -1.359, atom 3 (C): -1.482, atom 4 (C): -1.859



Entry 8:
The following is a DFT calculation (ωB97M-V/def2-TZVPD) of a cluster of 2 separate species, C5H11O2 in total.

XYZ file:
```
18
Properties=species:S:1:pos:R:3
C 1.20196 -0.83502 -0.24840
C 1.48886 -2.22187 -0.84475
C 1.29132 -0.75572 1.30762
O 1.11620 -1.81924 1.93897
O 1.49441 0.40043 1.74987
H 1.90934 -0.11758 -0.65682
H 0.18597 -0.55288 -0.51619
H 0.64812 -2.58457 -1.44573
H 1.59534 -2.93922 -0.03180
H 2.36195 -2.23787 -1.50007
C -0.98113 2.01628 -0.13267
C -2.34608 1.42241 0.18235
H -0.40667 1.43388 -0.84426
H -1.02720 3.02606 -0.54250
H -0.40729 2.04632 0.79387
H -2.22578 0.52303 0.79085
H -2.87077 1.12038 -0.73013
H -3.02856 2.07517 0.72978
```

Calculated values
- multiplicity = 1
- ΔE to the lowest compared entry with this formula, charge and spin (eV) = 0.230
- net charge = -1
- gap between HOMO and LUMO (eV) = 7.77

Atomic partial charges in e from the Mulliken method, atoms 1 to 4: atom 1 (C): 0.041, atom 2 (C): -1.059, atom 3 (C): 0.482, atom 4 (O): -0.743



Entry 9:
The following is a DFT calculation (ωB97M-V/def2-TZVPD) of a cluster of 2 separate species, C5H11O2 in total in a non-equilibrium geometry.

XYZ file:
```
18
Properties=species:S:1:pos:R:3
C -0.66645 2.50078 -0.15683
C -0.68372 1.47175 0.99040
C -0.12506 1.88707 -1.51045
O -0.25573 0.65426 -1.57670
O 0.21643 2.73879 -2.36919
H -1.68259 2.77003 -0.52156
H -0.11929 3.37649 0.18732
H -1.07991 1.76062 1.97375
H 0.32660 1.09390 1.16772
H -1.33009 0.65191 0.68906
C 1.26780 -2.01647 0.38308
C 0.02986 -2.71226 -0.11971
H 1.32218 -2.16337 1.48256
H 2.20165 -2.56614 0.16462
H 1.49569 -1.03820 -0.01912
H -0.07195 -2.36503 -1.18660
H -0.01956 -3.78144 0.01158
H -0.82584 -2.26269 0.41006
```

Calculated values
- multiplicity = 1
- ΔE to the lowest compared entry with this formula, charge and spin (eV) = 0.595
- net charge = -1
- gap between HOMO and LUMO (eV) = 7.68

Atomic partial charges in e from the Mulliken method, atoms 1 to 4: atom 1 (C): -0.347, atom 2 (C): -0.822, atom 3 (C): 0.426, atom 4 (O): -0.641



Entry 10:
The following is a DFT calculation (ωB97M-V/def2-TZVPD) of a cluster of 2 separate species, C5H11O2 in total in a non-equilibrium geometry.

XYZ file:
```
18
Properties=species:S:1:pos:R:3
C -1.97170 0.63974 0.17728
C -2.43696 -0.77895 -0.14661
C -0.45467 0.65631 0.42501
H -2.34428 1.32474 -0.72498
H -2.57395 0.99801 1.05611
H -1.70965 -1.50691 0.06258
H -2.71184 -0.83767 -1.22625
H -0.10456 0.46691 -0.59420
H -0.00261 1.65884 0.68808
H -3.25524 -1.15804 0.57410
H -0.22160 -0.21787 1.17739
C 2.43622 -0.75991 -0.61997
C 2.62674 0.47657 0.37863
O 2.77597 1.58636 -0.25366
O 2.71470 0.36527 1.61444
H 1.37505 -0.80517 -0.80175
H 2.76557 -1.76878 -0.36289
H 3.09281 -0.33945 -1.42330
```

Calculated values
- multiplicity = 1
- ΔE to the lowest compared entry with this formula, charge and spin (eV) = 1.368
- net charge = -1
- gap between HOMO and LUMO (eV) = 7.29

Atomic partial charges in e from the Mulliken method, atoms 1 to 4: atom 1 (C): -0.224, atom 2 (C): -1.020, atom 3 (C): -1.040, atom 4 (H): 0.253